Below is C2H2BrI as an isolated structure, with properties calculated with the ωB97M-V functional and the def2-TZVPD basis.

The multiplicity is 3. The value obtained for the HOMO energy (alpha / beta) is -7.51 / -10.00 eV. Its energy above the lowest of the compared OMol25 structures with the same formula, charge and spin is 72.4 kJ/mol. The expectation value of S² is 2.01. The molecular weight is 232.85 Da. Its HOMO-LUMO gap (alpha / beta) is 7.1 / 8.4 eV.

Positions of all 6 atoms, in Å:
1 C 0.55 -0.87 0.21
2 C -0.53 0.45 -0.14
3 Br -0.74 0.86 -2.01
4 I -1.40 1.83 1.23
5 H 0.93 -0.90 1.20
6 H 1.19 -1.37 -0.50

Below is one molecule with the formula C2H2BrN3O2S, with properties calculated with the ωB97M-V functional and the def2-TZVPD basis.

The value obtained for the HOMO energy (alpha / beta) is -9.41 / -8.63 eV. Its energy above the lowest of the compared OMol25 structures with the same formula, charge and spin is 284.8 kJ/mol. The molecular weight is 212.03 Da. Its HOMO-LUMO gap (alpha / beta) is 8.5 / 6.1 eV.

Positions of all 11 atoms, in Å:
1 C 0.07 0.37 1.47
2 C -1.13 0.15 -1.01
3 N 1.22 0.73 1.12
4 N 2.01 1.02 0.21
5 N -0.54 -1.06 -1.10
6 O -0.21 -1.57 -0.06
7 O -0.23 -1.34 -2.27
8 S -1.48 0.76 0.54
9 Br -0.27 -0.04 3.29
10 H -1.51 0.74 -1.80
11 H 2.07 0.23 -0.39

Below is one molecule with the formula C2H2BrO2P, with properties calculated with the ωB97M-V functional and the def2-TZVPD basis.

The value obtained for the HOMO energy (alpha / beta) is -7.95 / -8.88 eV. Its energy above the lowest of the compared OMol25 structures with the same formula, charge and spin is 91.2 kJ/mol. The molecular weight is 168.91 Da. Its HOMO-LUMO gap (alpha / beta) is 6.3 / 7.8 eV.

Positions of all 8 atoms, in Å:
1 C -0.67 0.59 0.29
2 C -0.63 -0.35 -0.75
3 O -1.61 1.55 0.22
4 O -1.49 -0.42 -1.63
5 P -3.08 1.45 -0.31
6 Br -3.83 -0.56 0.21
7 H 0.17 0.82 0.92
8 H 0.28 -0.96 -0.79

Below is C2H2CaCuO as an isolated structure, with properties calculated with the ωB97M-V functional and the def2-TZVPD basis.

The multiplicity is 2. The value obtained for the HOMO energy (alpha / beta) is -5.88 / -6.44 eV. The expectation value of S² is 0.76. The molecular weight is 145.66 Da. Its HOMO-LUMO gap (alpha / beta) is 4.2 / 4.8 eV.

Positions of all 7 atoms, in Å:
1 H 0.63 0.22 -2.85
2 O -0.46 0.94 0.62
3 C -0.14 -0.16 1.38
4 C 0.78 -1.11 1.10
5 Ca 1.58 0.59 -0.99
6 Cu -1.61 -0.26 -1.54
7 H -0.77 -0.22 2.29

Below is C2H2Cl2O2 as an isolated structure, with properties calculated with the ωB97M-V functional and the def2-TZVPD basis.

The value obtained for the HOMO energy (alpha / beta) is -10.27 / -9.02 eV. Its energy above the lowest of the compared OMol25 structures with the same formula, charge and spin is 739.4 kJ/mol. The molecular weight is 128.94 Da. Its HOMO-LUMO gap (alpha / beta) is 9.3 / 8.1 eV.

Positions of all 8 atoms, in Å:
1 C 0.18 -0.34 -0.11
2 C 0.95 -0.38 -1.36
3 O 0.27 -1.55 0.55
4 O 1.42 -2.22 0.53
5 Cl 1.50 -1.92 -1.70
6 Cl 2.22 0.85 -1.66
7 H 0.44 0.44 0.54
8 H -0.78 -0.12 -0.32

Below is one molecule with the formula C2H2Cl2O2, with properties calculated with the ωB97M-V functional and the def2-TZVPD basis.

The value obtained for the HOMO energy is -10.56 eV. Its SMILES is O=C(Cl)OCCl. Its energy above the lowest of the compared OMol25 structures with the same formula, charge and spin is 185.8 kJ/mol. The molecular weight is 128.94 Da. Its HOMO-LUMO gap is 10.9 eV.

Positions of all 8 atoms, in Å:
1 O -1.19 -0.05 1.48
2 C -1.46 0.10 0.36
3 Cl -2.82 0.29 -0.52
4 O -0.16 0.16 -0.77
5 C 1.07 0.07 -0.23
6 Cl 1.71 -1.62 -0.32
7 H 1.75 0.69 -0.83
8 H 1.10 0.35 0.83

Below is a 2-piece molecular cluster, C2H2Cl2Si overall, with properties calculated with the ωB97M-V functional and the def2-TZVPD basis.

The value obtained for the HOMO energy is -9.53 eV. Its energy above the lowest of the compared OMol25 structures with the same formula, charge and spin is 248.8 kJ/mol. The molecular weight is 125.03 Da. Its HOMO-LUMO gap is 8.5 eV.

Positions of all 7 atoms, in Å:
1 C 2.67 0.01 0.04
2 C 1.96 1.01 0.03
3 Si 0.38 2.02 -0.09
4 Cl -4.49 1.37 0.01
5 Cl 1.36 3.85 0.03
6 H 3.19 -0.89 0.21
7 H -4.64 0.13 0.39

Below is a 2-piece molecular cluster, C2H2Cl3NO overall, with properties calculated with the ωB97M-V functional and the def2-TZVPD basis.

The value obtained for the HOMO energy (alpha / beta) is -10.13 / -8.96 eV. Its energy above the lowest of the compared OMol25 structures with the same formula, charge and spin is 698.2 kJ/mol. The molecular weight is 162.40 Da. Its HOMO-LUMO gap (alpha / beta) is 9.5 / 8.3 eV.

Positions of all 9 atoms, in Å:
1 C 0.56 0.12 -0.15
2 C -0.85 -0.29 0.05
3 N 1.56 0.71 0.53
4 O 1.05 1.24 -0.74
5 Cl -1.07 -1.64 1.19
6 Cl -1.62 1.26 0.69
7 Cl -1.58 -0.67 -1.56
8 H 0.74 -1.85 -1.41
9 H 1.23 1.13 1.41

Below is a 2-piece molecular cluster, C2H2Cl3NO overall, with properties calculated with the ωB97M-V functional and the def2-TZVPD basis.

The value obtained for the HOMO energy is -10.43 eV. Its SMILES is C#[N+][O-].ClC(Cl)Cl. Its energy above the lowest of the compared OMol25 structures with the same formula, charge and spin is 336.5 kJ/mol. The molecular weight is 162.40 Da. Its HOMO-LUMO gap is 11.1 eV.

Positions of all 9 atoms, in Å:
1 C 0.26 -2.99 0.33
2 N 0.27 -1.87 0.02
3 O 0.38 -0.72 -0.21
4 H 0.00 -3.89 0.52
5 Cl -4.05 -0.14 -1.10
6 C -2.54 0.13 -0.16
7 Cl -2.45 1.71 0.63
8 Cl -2.41 -1.07 1.19
9 H -1.82 -0.24 -0.85

Below is one molecule with the formula C2H2Cl3P, with properties calculated with the ωB97M-V functional and the def2-TZVPD basis.

The value obtained for the HOMO energy (alpha / beta) is -7.60 / -7.60 eV. Its energy above the lowest of the compared OMol25 structures with the same formula, charge and spin is 664.9 kJ/mol. The molecular weight is 163.37 Da. Its HOMO-LUMO gap (alpha / beta) is 6.7 / 6.7 eV.

Positions of all 8 atoms, in Å:
1 C 0.63 0.10 -0.81
2 C 0.54 0.55 0.64
3 P -1.67 -1.11 -0.58
4 Cl 0.57 1.43 -1.84
5 Cl -0.39 -0.82 1.24
6 Cl -0.04 2.04 1.24
7 H 1.66 0.39 0.84
8 H -1.30 -2.59 -0.72

Below is a 2-piece molecular cluster, C2H2Cl4O overall, with properties calculated with the ωB97M-V functional and the def2-TZVPD basis.

The value obtained for the HOMO energy (alpha / beta) is -7.70 / -8.65 eV. Its energy above the lowest of the compared OMol25 structures with the same formula, charge and spin is 282.8 kJ/mol. The molecular weight is 183.85 Da. Its HOMO-LUMO gap (alpha / beta) is 6.7 / 9.1 eV.

Positions of all 9 atoms, in Å:
1 C 0.46 0.23 -0.09
2 C 2.74 -2.95 0.61
3 O -0.79 0.05 0.32
4 Cl 1.74 -0.65 0.60
5 Cl 4.40 -2.89 0.08
6 Cl 2.57 -3.51 2.25
7 Cl 1.73 -3.85 -0.50
8 H 0.53 0.50 -1.14
9 H -0.83 -0.25 1.24

Below is one molecule with the formula C2H2Cl4Si, with properties calculated with the ωB97M-V functional and the def2-TZVPD basis.

The value obtained for the HOMO energy is -8.57 eV. Its energy above the lowest of the compared OMol25 structures with the same formula, charge and spin is 467.7 kJ/mol. The molecular weight is 195.94 Da. Its HOMO-LUMO gap is 7.6 eV.

Positions of all 9 atoms, in Å:
1 C -1.38 0.25 0.33
2 C 1.19 -1.56 -0.18
3 Si 0.55 0.22 0.06
4 Cl 2.67 -2.03 0.23
5 Cl 1.41 1.85 0.93
6 Cl -2.11 1.53 -0.65
7 Cl 1.10 0.16 -1.97
8 H -1.79 -0.82 -0.07
9 H -1.64 0.40 1.32

Below is a 2-piece molecular cluster, C2H2Cl4Si overall, with properties calculated with the ωB97M-V functional and the def2-TZVPD basis.

The value obtained for the HOMO energy is -10.94 eV. Its SMILES is C#C[Si](Cl)(Cl)Cl.Cl. Its energy above the lowest of the compared OMol25 structures with the same formula, charge and spin is 126.5 kJ/mol. The molecular weight is 195.94 Da. Its HOMO-LUMO gap is 11.3 eV.

Positions of all 9 atoms, in Å:
1 C 1.42 -0.92 -1.21
2 C 0.99 -0.18 -0.39
3 Si 0.26 0.90 0.95
4 Cl -0.06 2.73 0.05
5 Cl 1.59 0.98 2.52
6 Cl -1.55 0.31 1.59
7 H 1.68 -1.73 -1.84
8 Cl -2.07 -1.35 -1.45
9 H -2.26 -0.74 -0.22

Below is C2H2Cl6P as an isolated structure, with properties calculated with the ωB97M-V functional and the def2-TZVPD basis.

The multiplicity is 3. The value obtained for the HOMO energy (alpha / beta) is -9.78 / -15.42 eV. The expectation value of S² is 2.01. The molecular weight is 269.73 Da. Its HOMO-LUMO gap (alpha / beta) is 5.5 / 4.9 eV. As for the net charge: +1.

Positions of all 11 atoms, in Å:
1 C 1.51 -0.15 -0.28
2 C -1.27 -0.61 0.35
3 P -0.08 0.78 -0.01
4 Cl 2.73 0.89 -1.12
5 Cl 1.96 -0.82 1.28
6 Cl -2.71 0.37 0.73
7 Cl -1.64 -1.60 -1.06
8 Cl -0.03 1.95 1.57
9 Cl -0.64 1.63 -1.70
10 H 1.12 -1.22 -0.85
11 H -0.94 -1.22 1.08

Below is one molecule with the formula C2H2ClF2NOS, with properties calculated with the ωB97M-V functional and the def2-TZVPD basis.

The value obtained for the HOMO energy is -9.73 eV. Its SMILES is O=C(NS)C(F)(F)Cl. Its energy above the lowest of the compared OMol25 structures with the same formula, charge and spin is 5.6 kJ/mol. The molecular weight is 161.56 Da. Its HOMO-LUMO gap is 10.2 eV.

Positions of all 10 atoms, in Å:
1 O 1.16 0.02 1.77
2 C 0.52 0.06 0.74
3 N 0.72 1.07 -0.21
4 S -0.42 1.64 -1.37
5 C -0.55 -0.98 0.35
6 F -0.36 -1.23 -0.98
7 F -1.77 -0.39 0.53
8 Cl -0.39 -2.45 1.29
9 H 1.50 1.67 0.05
10 H -0.41 0.57 -2.18

Below is one molecule with the formula C2H2ClFO2, with properties calculated with the ωB97M-V functional and the def2-TZVPD basis.

The value obtained for the HOMO energy is -11.33 eV. Its SMILES is O=CO[C@@H](F)Cl. Its energy above the lowest of the compared OMol25 structures with the same formula, charge and spin is 80.2 kJ/mol. The molecular weight is 112.49 Da. Its HOMO-LUMO gap is 12.2 eV.

Positions of all 8 atoms, in Å:
1 O 1.64 -0.75 0.71
2 C 1.35 -0.32 -0.36
3 O 0.18 0.15 -0.77
4 C -0.91 0.33 0.30
5 F -1.50 1.54 0.28
6 Cl -2.14 -0.90 -0.07
7 H 1.89 -0.12 -1.31
8 H -0.52 0.06 1.21

Below is a 2-piece molecular cluster, C2H2ClFO2 overall, with properties calculated with the ωB97M-V functional and the def2-TZVPD basis.

The value obtained for the HOMO energy is -9.79 eV. Its energy above the lowest of the compared OMol25 structures with the same formula, charge and spin is 249.4 kJ/mol. The molecular weight is 112.49 Da. Its HOMO-LUMO gap is 10.0 eV.

Positions of all 8 atoms, in Å:
1 C 1.89 0.63 0.59
2 C -1.70 -0.97 -0.12
3 O 1.43 1.52 -0.20
4 O -1.54 -1.16 -1.26
5 F -2.52 0.00 0.40
6 Cl 2.24 -0.81 -0.41
7 H -1.26 -1.62 0.69
8 H 1.44 2.41 0.31

Below is one molecule with the formula C2H2ClFS, with properties calculated with the ωB97M-V functional and the def2-TZVPD basis.

The value obtained for the HOMO energy is -9.45 eV. Its SMILES is F[C@@H](Cl)C=S. Its energy above the lowest of the compared OMol25 structures with the same formula, charge and spin is 31.8 kJ/mol. The molecular weight is 112.56 Da. Its HOMO-LUMO gap is 8.4 eV.

Positions of all 7 atoms, in Å:
1 F -0.72 1.41 -0.12
2 C -0.50 0.16 0.37
3 Cl -1.86 -0.84 -0.01
4 C 0.76 -0.38 -0.40
5 S 2.28 -0.41 0.09
6 H -0.46 0.28 1.45
7 H 0.50 -0.23 -1.38

Below is an isolated ion of composition C2H2ClIO2P and charge +1, with properties calculated with the ωB97M-V functional and the def2-TZVPD basis.

The value obtained for the HOMO energy (alpha / beta) is -13.70 / -13.70 eV. Its energy above the lowest of the compared OMol25 structures with the same formula, charge and spin is 257.0 kJ/mol. The molecular weight is 251.37 Da. Its HOMO-LUMO gap (alpha / beta) is 7.3 / 7.3 eV. As for the net charge: +1.

Positions of all 9 atoms, in Å:
1 C 0.75 0.52 0.22
2 C 0.12 0.06 -0.90
3 O 1.90 1.18 0.16
4 O 0.49 0.40 -2.09
5 P 1.82 0.87 -2.81
6 Cl 1.11 1.74 -4.35
7 I 2.18 2.87 -0.90
8 H 0.26 0.30 1.20
9 H -0.68 -0.48 -0.86

Below is C2H2ClNO as an isolated structure, with properties calculated with the ωB97M-V functional and the def2-TZVPD basis.

The value obtained for the HOMO energy (alpha / beta) is -9.89 / -9.89 eV. Its energy above the lowest of the compared OMol25 structures with the same formula, charge and spin is 504.5 kJ/mol. The molecular weight is 91.50 Da. Its HOMO-LUMO gap (alpha / beta) is 8.3 / 8.3 eV.

Positions of all 7 atoms, in Å:
1 C -0.93 -0.09 0.48
2 C -0.03 0.17 -0.48
3 N 1.04 -0.01 0.44
4 O 0.05 -0.55 1.27
5 Cl 0.07 1.26 -2.55
6 H -1.87 -0.03 0.79
7 H 1.66 -0.75 0.04